Entry from the OMol25 dataset: C2H3FO as an isolated structure (ωB97M-V/def2-TZVPD).

Last column: Mulliken charge in e.
Atoms and positions in Å:
C: -0.7073 -0.0864 -0.8889  0.056
C: 0.5360 -0.0821 0.6867  -0.239
O: -0.7232 -1.0297 -1.5526  -0.338
F: 0.2390 1.1804 1.2059  -0.279
H: -1.2403 0.9176 -1.1433  0.281
H: 0.3733 -0.7698 1.3908  0.276
H: 1.5225 -0.1301 0.3014  0.243

Summary:
multiplicity	1
E_HOMO	-0.3436	hartree

Entry from the OMol25 dataset: C27H45F2N8O10PS as an isolated structure (ωB97M-V/def2-TZVPD).

Last column: Mulliken charge in e.
Atoms and positions in Å:
C: 5.7297 -2.0219 1.4962  -0.708
O: 5.4679 -0.6418 1.2483  -0.454
C: 4.2871 -0.6062 0.4268  -0.056
C: 3.6404 0.7884 0.4385  -0.807
C: 2.1473 0.8185 -0.0196  -0.764
C: 1.8170 -0.4300 -0.8712  0.747
C: 1.1255 -1.4501 -0.2760  -0.120
N: 0.7139 -1.4080 1.0772  -0.471
C: -0.4672 -0.9599 1.2602  1.258
C: -1.0943 -1.1793 2.6524  -1.566
C: -1.3128 -0.1882 0.2487  -1.365
C: 0.8199 -2.6665 -1.0304  0.725
P: -0.0799 -4.0129 -0.1692  1.109
O: -0.0651 -5.2989 -0.8751  -0.615
O: 0.6248 -4.2800 1.2766  -0.534
O: -1.5691 -3.4917 0.1575  -0.477
C: 1.2372 -2.7466 -2.3424  -1.842
N: 0.9294 -3.9535 -3.0989  0.473
C: 2.1445 -4.7142 -3.2020  0.509
O: 2.8932 -4.7577 -4.1190  -0.431
F: 2.4453 -5.3943 -2.0820  -0.228
C: 0.3427 -3.7199 -4.3561  0.606
O: 0.2985 -4.5159 -5.2413  -0.496
F: -0.2710 -2.5260 -4.5435  -0.214
C: 1.9625 -1.6788 -2.9470  1.132
N: 2.4431 -1.6864 -4.2138  -0.542
S: 3.1941 -0.2695 -4.3356  0.076
N: 2.9824 0.4442 -2.8939  -0.639
C: 2.2711 -0.4790 -2.2143  0.468
H: 5.6841 -2.5453 0.5194  0.293
H: 5.0023 -2.4692 2.1951  0.256
H: 6.7398 -2.1751 1.8978  0.294
H: 4.6174 -0.8133 -0.6099  0.209
H: 3.6233 -1.4013 0.8113  0.188
H: 3.7567 1.2815 1.4169  0.386
H: 4.2003 1.4019 -0.2908  0.259
H: 1.8898 1.6932 -0.6348  0.431
H: 1.4656 0.8128 0.8436  -0.011
H: -2.1789 -1.2950 2.4704  0.406
H: -0.7520 -2.1113 3.1155  0.347
H: -0.9862 -0.2830 3.2778  0.320
H: -2.3249 -0.0798 0.6628  0.515
H: -1.4099 -0.7047 -0.7157  0.368
H: -0.8942 0.8270 0.1765  0.163
H: 1.5848 -4.1985 1.1888  0.372
H: -2.0403 -4.2508 0.5391  0.338
C: 2.2714 -10.4720 -2.6295  -1.119
C: 2.4463 -10.0883 -1.1801  0.729
O: 3.2016 -10.6973 -0.4360  -0.666
N: 1.7313 -9.0319 -0.7182  -0.125
C: 0.7909 -8.1901 -1.4427  -0.456
H: 2.9037 -11.3281 -2.8484  0.294
H: 1.2341 -10.7468 -2.8259  0.315
H: 2.5674 -9.6463 -3.2782  0.315
H: 1.8974 -8.8324 0.2554  0.198
H: 1.1378 -7.1644 -1.4013  0.041
H: -0.1817 -8.2515 -0.9525  0.203
H: 0.6903 -8.4958 -2.4799  0.299
C: -1.1549 4.2426 2.1702  -0.739
C: -0.1150 3.1723 2.3514  0.746
O: -0.4101 1.9991 2.5572  -0.647
N: 1.1920 3.5378 2.2799  -0.038
C: 1.7404 4.8593 2.0457  -0.960
H: -2.1417 3.8034 2.2522  -0.247
H: -1.0506 5.0028 2.9458  0.423
H: -1.0601 4.6934 1.1869  0.372
H: 1.8326 2.7700 2.4109  0.210
H: 2.3588 4.8314 1.1459  0.282
H: 2.3679 5.1373 2.8944  0.337
H: 0.9592 5.6016 1.9202  0.355
C: -4.9318 3.6858 2.9066  -1.310
C: -4.6122 4.9726 3.6268  0.829
O: -3.5865 5.1170 4.2704  -0.643
N: -5.5147 5.9884 3.5379  -0.189
C: -6.7783 6.0068 2.8263  -0.833
H: -4.1246 2.9769 3.0702  0.259
H: -5.8561 3.2544 3.2944  0.457
H: -5.0239 3.8658 1.8340  0.345
H: -5.2370 6.8157 4.0421  0.239
H: -6.7575 6.8110 2.0879  0.262
H: -7.5824 6.2045 3.5376  0.304
H: -6.9705 5.0652 2.3229  0.326
C: -3.5691 7.3468 -0.7796  -1.304
C: -2.6723 6.1480 -0.9634  0.817
O: -2.6095 5.2532 -0.1321  -0.640
N: -1.9233 6.0854 -2.0941  -0.170
C: -1.8618 7.0402 -3.1857  -0.887
H: -4.0983 7.2521 0.1649  0.167
H: -2.9770 8.2626 -0.7553  0.390
H: -4.3025 7.3982 -1.5856  0.397
H: -1.3498 5.2582 -2.1496  0.224
H: -2.1516 6.5386 -4.1104  0.297
H: -0.8352 7.3965 -3.2862  0.296
H: -2.5187 7.8870 -3.0177  0.338

Summary:
multiplicity	1
E_HOMO	-0.3244	hartree

Entry from the OMol25 dataset: C29H22BrN14O2RuS as an isolated structure (ωB97M-V/def2-TZVPD).

Last column: Mulliken charge in e.
Atoms and positions in Å:
Ru: -0.9030 0.3430 0.0160  -0.477
N: -3.7258 1.4679 1.7050  0.045
C: -2.6587 2.3350 1.7702  0.092
N: -2.6648 3.4755 2.4425  -0.628
N: -1.4488 4.0006 2.2131  -0.949
N: -0.7573 3.2265 1.4548  -0.567
N: -1.4936 2.1293 1.1605  0.941
C: -3.9811 0.7767 0.5306  0.118
N: -5.1913 0.4739 0.1128  -0.624
N: -4.9768 -0.1578 -1.0664  -0.767
N: -3.7258 -0.2230 -1.3312  -0.496
N: -3.0405 0.3697 -0.3196  0.968
H: -4.5531 1.7940 2.1775  0.314
C: -2.1704 -1.0637 5.8200  -0.556
C: -2.5793 -2.2072 5.1437  -0.488
C: -2.4406 -2.3165 3.7709  -0.658
C: -1.8895 -1.2571 3.0255  -0.017
C: -1.4626 -0.1130 3.7193  0.513
C: -1.6057 -0.0212 5.0897  -1.187
N: -1.7224 -1.3192 1.6553  1.210
N: -1.9812 -2.4903 1.1051  -1.090
C: -1.6319 -2.5370 -0.2194  -0.369
C: -1.8444 -3.7336 -0.9231  -0.540
C: -1.5598 -3.8203 -2.2723  -0.513
C: -1.0529 -2.7256 -2.9663  -0.698
C: -0.8143 -1.5410 -2.2778  0.521
C: -1.0583 -1.4482 -0.9167  0.847
H: -2.2801 -0.9881 6.8949  0.366
H: -3.0151 -3.0322 5.6977  0.349
H: -2.7580 -3.2022 3.2417  0.386
H: -0.9954 0.6906 3.1691  0.335
H: -1.2663 0.8756 5.5947  0.385
H: -2.2622 -4.5732 -0.3808  0.427
H: -1.7496 -4.7507 -2.7966  0.329
H: -0.8543 -2.7867 -4.0293  0.399
H: -0.4449 -0.6700 -2.8004  -0.011
N: 5.1857 -0.5917 4.2447  -0.675
C: 4.2452 -0.4834 3.5886  -0.181
C: 3.0719 -0.3436 2.7699  0.615
C: 2.3424 -1.4691 2.3908  -0.975
C: 1.2058 -1.3252 1.6183  0.071
C: 0.7865 -0.0687 1.1874  1.021
C: 1.5316 1.0475 1.5668  0.105
C: 2.6602 0.9204 2.3579  -1.122
H: 2.6680 -2.4515 2.7088  0.434
H: 0.6489 -2.2080 1.3339  0.232
H: 1.2389 2.0392 1.2487  0.532
H: 3.2273 1.7944 2.6536  0.423
N: 0.7307 3.6175 -1.1578  -0.309
C: 0.1531 3.0784 -2.2390  0.559
N: 0.8819 3.1175 -3.3887  -0.532
S: -1.4071 2.4549 -2.2192  -0.402
H: 1.7238 3.7851 -1.1651  0.233
H: 0.2895 3.4924 -0.2466  0.089
H: 1.8853 3.0546 -3.2884  0.261
H: 0.5229 2.4918 -4.0912  0.273
Br: 6.5768 0.5112 -4.8850  -0.252
C: 4.6941 0.3437 -4.6110  -0.005
C: 3.8661 0.2910 -5.7197  -0.312
C: 2.4980 0.1735 -5.5120  -0.871
C: 1.9835 0.1333 -4.2239  -0.008
C: 2.8286 0.1824 -3.1210  0.093
C: 4.2024 0.2739 -3.3210  -0.522
C: 2.2873 0.1340 -1.6818  -0.152
O: 3.0303 -0.3702 -0.8427  -0.694
O: 1.1154 0.6057 -1.5677  0.168
H: 4.2810 0.3377 -6.7171  0.392
H: 1.8321 0.1175 -6.3649  0.399
H: 0.9165 0.0605 -4.0579  0.643
H: 4.8548 0.2732 -2.4582  0.559

Summary:
multiplicity	6
total charge	-2
E_HOMO (alpha / beta)	-0.0394 / -0.1079	hartree

Computed E, in the same sequence as the records: -253.018631 -3185.682546 -5102.450141 Eh.